[1]
84
Properties=species:S:1:pos:R:3:forces:R:3 method="wB97M-V/def2-TZVPD" spin_multiplicity=1 largest_force_ev_per_a=5.884 e_lumo_ev=-0.66 relative_energy_kcal_mol=52.8 homo_ha=-0.2612 homo_lumo_gap_ev=6.4
Sr -0.560 -2.266 1.506 -0.73 0.87 1.39
Cl 2.011 -1.809 1.714 0.59 -0.16 -0.12
Si -0.377 -1.773 -2.699 1.67 2.36 -5.12
Si 1.625 1.486 -0.998 -1.73 -0.55 2.33
N 1.100 -0.439 5.292 -0.62 -0.54 -0.45
N 1.519 2.034 3.180 -0.64 -0.29 -0.94
C 0.458 0.319 -4.467 -0.05 0.47 -0.08
C -0.736 -2.749 -1.115 2.34 -2.92 3.00
C 2.249 1.588 4.331 0.23 0.17 0.36
C -0.725 -2.999 -5.265 0.21 -0.14 -0.25
C -2.657 -0.543 2.393 -0.03 -0.25 0.13
C -1.762 3.823 -0.408 0.19 0.06 -0.11
C 2.349 2.835 2.307 -0.01 0.04 0.28
C -0.784 -0.255 -0.939 3.03 3.12 0.98
C 0.415 1.592 -5.052 -0.03 -0.27 0.08
C -1.472 -1.500 -1.173 -1.45 -0.25 -1.68
C -2.109 -0.943 3.642 -0.18 -0.24 -0.18
C 0.392 2.871 -1.053 -0.20 0.51 -0.26
C -1.601 4.852 -1.347 0.27 -0.24 0.10
C -0.048 -3.044 -4.043 -0.22 -0.45 0.86
C 0.977 -3.975 -3.841 0.00 -0.29 -0.75
C -0.784 2.306 -5.066 -0.05 -0.13 0.10
C 1.455 0.943 5.473 0.63 0.14 0.05
C -0.423 4.912 -2.105 -0.20 0.08 0.14
C -3.091 -2.791 2.680 0.11 0.25 -0.12
C 0.608 -0.133 -1.115 -3.40 1.48 0.90
C 0.686 -2.619 -1.050 -1.83 -1.88 0.96
C 0.197 -0.915 6.322 0.14 0.08 -0.08
C -0.756 2.864 -0.241 -0.46 0.23 -0.30
C -0.670 -0.226 -3.846 -0.25 -0.28 0.36
C -1.884 0.464 -3.929 0.23 0.59 -0.27
C 1.206 -1.376 -1.534 0.31 -0.79 -3.08
C 0.712 -4.749 -6.122 -0.13 0.27 0.33
C -0.336 -3.838 -6.312 0.19 -0.26 0.22
C -1.940 1.731 -4.531 0.05 -0.23 -0.01
C -2.368 -2.331 3.817 0.02 0.32 -0.33
C 0.558 3.925 -1.969 -0.39 -0.01 0.21
C 2.210 -1.350 5.066 -0.06 0.20 -0.11
C 1.365 -4.817 -4.884 -0.12 0.05 -0.09
C 0.166 2.509 3.360 0.14 0.22 0.08
C -3.270 -1.684 1.799 0.05 -0.07 0.26
H 2.801 3.702 2.826 -0.10 0.01 -0.01
H 2.774 2.452 4.791 -0.03 -0.06 0.01
H 2.113 1.050 6.360 -0.16 0.05 0.08
H 2.677 -1.134 4.098 -0.03 -0.13 0.39
H 1.324 2.021 -5.481 -0.32 -0.11 0.08
H -1.656 -0.283 4.384 -0.01 -0.31 -0.41
H 1.344 -3.459 -0.841 -0.31 -0.06 -0.22
H -0.848 -3.794 -7.273 0.10 -0.01 0.25
H 2.176 -5.526 -4.725 -0.19 0.13 -0.11
H -2.671 0.479 2.006 0.01 -0.42 0.10
H -0.815 3.309 -5.492 -0.03 -0.26 0.09
H 0.677 -0.967 7.316 -0.05 0.01 -0.01
H -0.159 -1.919 6.059 0.02 0.23 0.09
H 0.541 1.518 5.670 0.24 -0.11 0.02
H 3.036 0.911 3.966 -0.10 0.12 0.26
H -2.806 0.037 -3.523 0.29 0.12 0.06
H -1.547 -2.296 -5.414 0.31 -0.12 0.03
H 2.218 -1.338 -1.945 -0.24 -0.35 0.46
H -0.920 2.072 0.494 0.22 0.29 -0.21
H 2.830 1.919 -1.636 0.63 -0.32 -1.23
H 1.815 -2.374 5.006 0.16 0.26 0.04
H -2.124 -2.912 4.705 -0.05 0.12 -0.27
H 2.046 1.272 0.392 0.23 0.01 0.04
H -3.480 -3.801 2.534 0.09 0.35 0.04
H -2.385 5.606 -1.474 0.36 -0.30 0.03
H 1.014 -5.413 -6.930 -0.05 0.16 0.13
H -0.475 1.702 3.734 0.10 0.15 -0.06
H -1.397 0.640 -0.873 0.10 -0.34 0.31
H 1.497 -4.048 -2.885 -0.14 0.04 -0.30
H 3.167 2.205 1.941 0.01 0.19 -0.02
H 2.971 -1.304 5.871 -0.12 -0.03 -0.05
H -0.278 5.740 -2.804 -0.03 -0.32 0.17
H 0.101 3.366 4.060 -0.12 -0.04 -0.07
H -1.257 -3.711 -1.083 0.28 0.20 0.39
H -3.816 -1.698 0.856 0.09 0.00 0.29
H 1.402 -0.234 -4.484 -0.20 0.11 0.12
H -0.235 2.836 2.388 0.19 -0.09 0.39
H -2.678 3.759 0.191 0.40 0.09 -0.21
H 1.775 3.199 1.446 0.15 -0.08 0.28
H -0.664 -0.238 6.393 0.12 -0.19 0.05
H 1.460 3.964 -2.583 -0.28 0.02 0.11
H -2.563 -1.510 -1.243 0.53 -0.13 0.04
H -2.887 2.272 -4.572 0.28 -0.14 0.01


[2]
11
Properties=species:S:1:pos:R:3:forces:R:3 method="wB97M-V/def2-TZVPD" spin_multiplicity=1 largest_force_ev_per_a=3.196 e_lumo_ev=0.54 relative_energy_kcal_mol=10.8 smiles="NNC(=S)CF" homo_ha=-0.3251 homo_lumo_gap_ev=9.4
S -1.663 -1.371 -0.009 0.90 0.15 -0.40
F 2.122 -0.112 0.046 0.18 -0.69 -0.53
N -1.229 1.675 0.029 -0.46 -1.02 -2.99
N -0.151 0.807 -0.268 0.67 0.52 0.86
C 1.192 -1.152 -0.040 -1.23 -0.15 1.64
C -0.234 -0.546 -0.222 0.68 1.05 1.11
H -2.000 1.177 -0.469 0.16 0.99 1.01
H 0.755 1.314 -0.287 -1.00 -1.07 -0.04
H 1.443 -1.912 -0.775 0.24 0.32 -0.22
H 1.180 -1.633 0.990 -0.07 0.45 -1.32
H -1.417 1.751 1.004 -0.07 -0.54 0.90


[3]
17
Properties=species:S:1:pos:R:3:forces:R:3 method="wB97M-V/def2-TZVPD" spin_multiplicity=1 largest_force_ev_per_a=5.828 e_lumo_ev=0.60 relative_energy_kcal_mol=61.6 smiles="O=CCCCO.O" homo_ha=-0.3583 homo_lumo_gap_ev=10.4
O 3.570 -0.898 0.934 0.48 0.89 -0.15
O -5.399 -0.306 3.421 0.36 -0.62 1.21
O 0.047 1.001 -2.291 -0.78 -0.06 1.27
C -0.103 -0.252 -1.516 1.69 -0.46 -2.32
C 1.374 -0.453 -0.920 -2.15 4.85 -2.41
C 3.026 0.138 0.645 -2.56 -1.83 1.09
C 1.525 0.259 0.466 -1.10 -0.95 0.01
H -0.731 1.183 -2.838 0.07 -0.26 0.35
H 1.981 0.152 -1.738 -0.88 -1.17 1.71
H -0.343 -0.952 -2.364 0.49 -0.19 1.21
H -4.895 0.099 2.730 -0.11 0.37 -0.70
H 1.226 1.375 0.407 0.25 -1.95 0.06
H -6.335 -0.291 3.247 -0.25 0.25 -0.50
H -0.917 -0.381 -0.787 0.25 0.92 -0.01
H 1.704 -1.417 -1.019 0.71 -2.51 0.56
H 3.385 1.090 0.401 2.31 1.51 -0.41
H 0.885 -0.347 1.220 1.23 1.21 -0.97


[4]
63
Properties=species:S:1:pos:R:3:forces:R:3 method="wB97M-V/def2-TZVPD" spin_multiplicity=1 largest_force_ev_per_a=2.602 e_lumo_ev=-4.61 relative_energy_kcal_mol=65.2 charge=+1 homo_ha=-0.3841 homo_lumo_gap_ev=5.8
N -1.158 2.727 4.200 0.34 0.17 0.17
N 2.160 1.721 -2.750 -0.85 -0.80 1.68
N -0.510 -1.571 -0.565 -1.55 -2.09 0.03
C 2.082 0.406 -0.879 0.15 0.04 -0.68
C 3.197 -0.043 -1.722 -0.56 -0.17 -0.75
C -1.641 4.059 3.905 -0.19 -0.09 -0.31
C -0.142 1.307 0.976 0.15 0.28 -0.07
C 0.687 1.246 3.651 -0.21 0.19 -0.58
C 5.040 -1.239 -2.711 -0.50 0.07 0.61
C 3.172 0.762 -2.880 0.03 -0.33 0.19
C 1.667 -0.204 0.299 0.83 0.93 0.25
C 1.809 2.678 -3.777 -0.20 0.37 -0.08
C 0.435 -3.583 -1.615 1.02 0.46 0.76
C -1.775 2.077 5.335 0.19 -0.04 0.14
C 0.025 -2.119 -1.585 0.47 -0.29 -0.54
C -4.996 -2.713 1.603 0.04 0.04 -0.19
C -2.741 -1.840 1.499 -0.52 -0.18 -0.14
C -3.797 -2.371 2.248 0.04 0.31 -0.46
C -5.122 -2.637 0.208 0.20 0.30 0.13
C 0.988 0.542 1.327 -0.84 -0.04 0.67
C 1.390 0.523 2.699 -0.43 -0.44 -0.37
C -0.465 1.989 3.265 -0.21 -0.32 -0.18
C 0.296 -1.490 -2.935 -0.86 0.32 -0.49
C 3.985 0.560 -3.978 0.44 -0.37 0.14
C -0.909 1.957 1.922 0.50 0.24 0.03
C -4.072 -2.109 -0.543 0.22 0.01 0.55
C 4.144 -1.066 -1.630 0.27 0.03 -0.34
C 4.952 -0.450 -3.873 -0.46 0.26 0.23
C -1.863 -0.981 -0.701 1.04 1.99 -0.43
C 1.520 1.537 -1.568 1.55 0.03 -0.49
C -2.921 -1.673 0.120 0.54 -0.35 -0.28
H -2.203 -0.914 -1.759 0.29 -0.12 0.46
H 1.028 1.325 4.688 -0.10 -0.15 -0.45
H -0.353 -4.128 -2.166 0.24 0.29 0.23
H -1.787 0.052 -0.335 -0.41 -0.13 -0.14
H 1.971 3.692 -3.420 0.13 0.04 -0.02
H 0.518 -3.990 -0.597 -0.10 0.05 -0.41
H -5.862 -3.004 2.190 0.20 -0.20 -0.04
H -3.692 -2.469 3.330 -0.14 -0.03 -0.30
H -1.589 2.673 6.238 -0.17 -0.27 -0.05
H 1.290 -1.805 -3.281 -0.29 0.09 0.10
H -1.851 2.437 1.624 0.55 -0.09 0.26
H 0.252 -0.385 -2.950 -0.20 -0.54 0.11
H 2.284 -0.039 2.978 -0.30 0.15 -0.02
H -0.442 -1.896 -3.650 0.33 0.26 0.00
H -2.864 1.979 5.175 0.28 -0.02 0.14
H -2.688 4.058 3.567 0.07 0.11 0.04
H 0.791 2.258 -1.228 -0.04 -0.17 -0.24
H 5.634 -0.623 -4.700 -0.09 -0.03 0.14
H 2.432 2.489 -4.645 -0.12 0.17 0.03
H -6.031 -2.937 -0.315 0.15 0.01 0.38
H -1.788 -1.547 1.959 -0.46 -0.13 -0.19
H 4.169 -1.691 -0.725 0.20 0.21 -0.62
H 2.038 -1.219 0.521 0.13 0.73 0.05
H 0.762 2.583 -4.059 0.04 -0.14 0.01
H -1.018 4.522 3.131 -0.15 -0.10 0.18
H 3.835 1.170 -4.864 0.44 -0.25 0.03
H 5.805 -2.015 -2.641 -0.27 0.26 -0.07
H -1.341 1.077 5.447 -0.19 0.24 0.14
H -4.124 -2.008 -1.633 -0.12 -0.07 0.45
H -0.424 1.373 -0.075 -0.16 -0.30 0.54
H 1.385 -3.689 -2.165 -0.34 -0.31 0.22
H -1.572 4.667 4.815 -0.04 -0.09 -0.17


[5]
9
Properties=species:S:1:pos:R:3:forces:R:3 method="wB97M-V/def2-TZVPD" spin_multiplicity=1 largest_force_ev_per_a=3.633 e_lumo_ev=0.34 relative_energy_kcal_mol=116.3 homo_ha=-0.3548 homo_lumo_gap_ev=10.0
S -0.094 0.530 3.618 -0.95 0.60 0.98
O -1.900 0.756 1.316 -0.91 0.53 -0.82
O 0.936 -0.021 -0.477 0.06 -0.50 -3.60
N -0.141 -0.172 0.325 -1.05 -1.54 0.22
C -1.135 0.760 0.380 1.65 -0.60 0.09
C 0.877 -0.007 2.608 1.51 -0.58 -0.20
H -0.160 -1.091 0.789 -0.23 1.06 -0.09
H 0.681 -0.365 -1.426 0.73 0.83 2.56
H -0.954 1.449 -0.494 -0.79 0.20 0.86


[6]
19
Properties=species:S:1:pos:R:3:forces:R:3 method="wB97M-V/def2-TZVPD" spin_multiplicity=1 largest_force_ev_per_a=4.162 e_lumo_ev=-3.77 relative_energy_kcal_mol=46.2 charge=+1 smiles=C[C@@H](C[NH3+])N[SiH3] homo_ha=-0.4600 homo_lumo_gap_ev=8.7
Si -0.640 -1.540 -2.340 -3.53 2.18 0.35
N 0.934 -0.010 2.155 0.91 2.33 1.22
N -0.854 -0.257 -1.133 0.01 0.43 0.23
C -0.029 -0.427 1.093 0.03 -2.03 -0.89
C 0.152 0.237 -0.274 1.39 1.73 -0.25
C 0.124 1.809 0.038 -0.33 -3.12 0.54
H 0.728 -1.607 -2.436 2.31 -0.69 -0.05
H -1.689 0.265 -0.945 -0.76 -0.31 -0.54
H -1.199 -0.861 -3.568 0.15 -0.86 0.22
H 1.676 -0.706 2.489 -1.49 1.12 -0.59
H -1.495 -2.589 -1.744 0.43 -0.53 -0.60
H 1.105 -0.093 -0.784 -0.39 0.54 1.12
H -0.559 1.799 0.892 0.23 0.91 0.24
H -0.362 2.344 -0.716 -0.25 0.99 -1.36
H -1.059 -0.324 1.504 0.78 -0.27 -0.56
H 0.364 0.385 2.973 1.37 -0.96 -1.05
H 1.418 0.858 1.749 -0.34 -1.43 0.93
H 1.123 2.148 0.259 0.17 0.60 0.09
H 0.260 -1.429 0.789 -0.69 -0.62 0.95